ORCA calculation (wB97M-V/def2-TZVPD) on the molecule C6H15NO2 at a distorted geometry.

Last column: Mulliken charge in e.
Cartesian coordinates (Å):
C  2.74340  0.30513  -0.70621  -0.756
O  1.58501  0.54518  0.03998  -0.357
C  0.53750  -0.55794  -0.01907  -0.140
C  0.79591  -1.52238  1.13011  -1.498
C  -0.73525  0.25887  0.00783  1.882
C  -0.87324  1.11506  -1.24217  -2.077
C  -0.93875  1.07804  1.27384  -1.592
N  -1.76075  -0.95739  -0.09576  -0.477
O  -3.05480  -0.47398  -0.46936  -0.464
H  3.44740  1.11565  -0.50853  0.253
H  2.53113  0.28741  -1.78499  0.301
H  3.23168  -0.64407  -0.44526  0.267
H  0.63122  -1.06796  -0.98609  0.529
H  0.07401  -2.33450  1.11481  0.378
H  1.79132  -1.94815  1.02236  0.396
H  0.75200  -1.00154  2.08256  0.325
H  -0.75571  0.51363  -2.14095  0.450
H  -1.85141  1.59173  -1.26017  0.451
H  -0.10662  1.88521  -1.23291  0.381
H  -0.12563  1.79237  1.37157  0.339
H  -1.89447  1.59600  1.21678  0.407
H  -0.94498  0.44323  2.15772  0.387
H  -1.91473  -1.26922  0.86198  0.290
H  -3.16425  -0.75039  -1.38805  0.324

Properties
Electronic energy = -12048.2401 eV
HOMO-LUMO gap = 0.3788 Ha
ΔE to the lowest compared entry with this formula, charge and spin = 306.0 kJ/mol

---

ORCA calculation (wB97M-V/def2-TZVPD) on a cluster of 20 separate species, C78H88F10N10O46 in total at a distorted geometry.

Last column: Mulliken charge in e.
Cartesian coordinates (Å):
C  24.48219  17.95703  23.11465  0.028
C  23.69418  18.76625  22.08676  0.850
O  24.65013  19.47788  21.36204  0.268
C  25.74496  19.52538  22.07528  0.145
O  26.60628  20.27944  21.73192  -0.630
O  25.72629  18.68921  23.11479  -0.417
F  22.83113  19.68498  22.68140  -0.366
H  24.67636  16.91014  22.89385  0.118
H  24.04648  18.05561  24.08713  0.419
H  23.09184  18.20901  21.35708  -0.415
C  20.74679  24.56677  20.74434  -0.439
C  19.36136  23.97541  20.47041  0.289
O  19.44903  23.37534  19.24889  0.105
C  20.62994  23.75496  18.63107  -0.052
O  20.85132  23.47992  17.54270  -0.317
O  21.36232  24.53365  19.43753  -0.325
F  18.45761  25.03537  20.26674  -0.415
H  21.34094  23.94915  21.42330  0.196
H  20.65030  25.56748  21.04818  0.416
H  18.90819  23.45160  21.26381  0.383
C  22.77930  12.24835  22.71605  0.066
C  23.45934  12.63204  23.94868  0.234
O  23.65856  14.03933  23.79281  -0.245
C  23.76949  14.27333  22.47642  0.487
O  24.25426  15.23578  21.99966  -0.561
O  23.29018  13.28689  21.75765  -0.218
F  24.74354  12.08066  23.98962  -0.338
H  21.70972  12.41024  22.76636  -0.201
H  22.97675  11.23660  22.42788  0.386
H  22.90955  12.53624  24.87708  0.326
C  19.66313  19.39954  19.06764  1.402
C  19.91573  18.75284  20.39245  1.219
O  19.46042  17.45040  20.28027  0.768
C  18.48933  17.47169  19.28492  -0.998
O  17.81043  16.51352  19.15165  0.237
O  18.47877  18.67730  18.62423  0.481
F  19.29924  19.40059  21.42046  -0.311
H  20.47160  19.17969  18.30388  -1.544
H  19.35817  20.42776  19.10210  0.180
H  20.90900  18.77312  20.75957  -0.911
C  15.03913  17.54500  20.97753  0.376
C  13.56581  17.57724  20.67345  0.783
O  13.25448  18.93685  20.72984  -0.380
C  14.16455  19.63857  21.45498  0.286
O  14.06686  20.69497  21.96300  -0.590
O  15.23140  18.80263  21.66924  0.114
F  12.87113  16.92203  21.69060  -0.366
H  15.66479  17.48214  20.04626  -0.843
H  15.32076  16.72321  21.57131  0.156
H  13.08846  17.18681  19.74311  0.249
C  14.44741  14.80866  16.36384  -0.360
C  15.85956  14.37028  16.40168  0.565
O  15.99218  14.03191  17.84025  0.741
C  15.07950  14.67192  18.45950  0.160
O  14.97898  14.63379  19.66898  -0.606
O  14.19866  15.28926  17.66289  -0.388
F  16.88070  15.33501  16.16345  -0.023
H  13.75302  14.04532  16.07379  0.266
H  14.36289  15.67579  15.68674  0.215
H  16.20484  13.49608  15.82503  -0.542
C  18.75195  15.60886  24.55650  0.196
C  19.79351  14.75331  25.21469  0.538
O  20.99655  15.29103  24.68653  -0.297
C  20.74807  15.82307  23.45257  0.002
O  21.56740  16.22248  22.67839  -0.323
O  19.37375  15.93760  23.28554  0.104
F  19.65099  13.46308  24.80755  -0.282
H  18.39502  16.52287  25.02629  -0.619
H  17.92604  15.01678  24.36455  0.463
H  19.79924  14.62927  26.30701  0.172
C  15.15797  22.18944  19.44172  -0.577
C  16.62055  22.29359  19.14593  0.448
O  16.83324  21.31142  18.16225  0.176
C  15.84712  20.40264  18.30138  -0.036
O  15.83735  19.30135  17.88428  -0.178
O  14.80676  20.91969  18.96328  -0.374
F  17.41208  21.93728  20.28191  -0.186
H  14.57793  22.93112  18.93585  0.357
H  14.95015  22.30963  20.53196  0.187
H  16.93431  23.31907  18.93645  0.271
C  22.16847  14.62251  15.79038  -0.733
C  22.47783  15.85675  14.94956  0.175
O  21.94853  16.87983  15.76089  0.820
C  21.07904  16.40531  16.64818  -0.880
O  20.52204  17.05473  17.47380  -0.249
O  21.10801  15.05920  16.62228  -0.055
F  21.67558  15.83019  13.75712  -0.382
H  23.06728  14.32740  16.34303  0.203
H  21.90140  13.84533  15.15428  0.611
H  23.53552  16.00613  14.67047  0.329
C  16.92243  12.27619  20.53475  0.046
C  17.51244  13.48228  21.23900  1.327
O  18.83074  13.02431  21.47380  0.154
C  18.89322  11.70725  21.35278  0.201
O  19.80721  11.10395  21.75328  -0.560
O  17.77896  11.20365  20.85121  -0.420
F  16.96554  13.63278  22.44575  -0.343
H  16.90268  12.38061  19.40694  -0.311
H  15.94960  12.08793  20.90869  0.582
H  17.51256  14.51794  20.74550  -0.661
C  17.03615  22.37636  12.96086  -0.715
C  17.65725  22.92013  14.07932  0.003
C  18.94323  23.39383  14.01120  -0.621
C  19.65758  23.31270  12.82445  0.283
C  19.08447  22.77184  11.69840  -0.686
C  17.81082  22.26279  11.79662  -0.361
N  21.03283  23.90944  12.89495  1.126
O  21.50642  24.16411  13.94403  -0.614
O  21.63208  23.97776  11.81428  -0.629
H  15.97738  22.09345  12.92326  0.414
H  17.04354  23.03321  15.02728  0.194
H  19.43130  23.83097  14.81794  0.601
H  19.60714  22.84304  10.72996  0.450
H  17.34919  21.83637  10.97059  0.539
C  18.55973  12.11810  14.34608  -0.258
C  18.66753  12.43411  12.99002  -0.596
C  18.93615  11.44559  12.03565  -0.483
C  19.15033  10.13644  12.47886  -0.079
C  19.07704  9.82446  13.83187  -0.491
C  18.77810  10.79712  14.77497  -0.497
N  19.53162  9.04946  11.53479  1.002
O  19.40378  9.27206  10.37127  -0.611
O  20.02970  8.06473  12.03625  -0.593
H  18.33462  12.91773  15.01581  0.650
H  18.63915  13.57201  12.76865  0.112
H  19.03678  11.66770  10.98829  0.504
H  19.19982  8.81506  14.20121  0.446
H  18.60061  10.53671  15.80072  0.748
C  26.53040  23.44356  17.35018  -0.808
C  26.78570  22.92895  18.59168  -0.163
C  25.81656  22.51334  19.46688  -0.841
C  24.48249  22.69190  19.02873  0.843
C  24.12296  23.22201  17.78560  -0.230
C  25.21737  23.59717  16.97811  -0.800
N  23.47671  22.31085  20.05042  1.231
O  22.44019  21.81845  19.61584  -0.275
O  23.74017  22.51057  21.24148  -0.640
H  27.40525  23.76588  16.75893  0.383
H  27.84505  22.83760  18.88759  0.380
H  26.07178  21.99968  20.38505  0.431
H  23.05749  23.29391  17.44080  0.217
H  25.00018  23.92811  15.99763  0.582
C  28.05274  19.00874  17.30881  -0.818
C  27.18406  19.46810  18.29678  -0.497
C  25.99241  18.86010  18.52978  1.344
C  25.70096  17.67518  17.84769  -0.769
C  26.59574  17.14375  16.90903  -0.560
C  27.74489  17.85373  16.58902  -0.916
N  24.43576  16.97733  18.16978  0.984
O  24.21409  15.85644  17.77796  -0.635
O  23.66355  17.57045  18.88845  -0.108
H  28.89649  19.60355  17.14774  0.534
H  27.37592  20.42023  18.75986  0.521
H  25.18906  19.25698  19.14477  -0.035
H  26.44882  16.21610  16.36114  0.452
H  28.45722  17.56014  15.82566  0.414
C  19.56146  18.38650  26.82099  -0.015
C  19.03810  17.40874  27.64527  -0.650
C  19.76185  16.95025  28.76404  -0.339
C  20.95896  17.53133  29.05059  -0.171
C  21.39678  18.57804  28.32916  -0.129
C  20.69978  19.04555  27.18088  -0.718
N  21.81428  16.89760  30.14332  0.933
O  21.49681  15.78744  30.53156  -0.548
O  22.89746  17.46098  30.41978  -0.571
H  18.88701  18.60052  25.99373  0.326
H  18.13017  16.94500  27.39705  0.610
H  19.40667  16.05682  29.27245  0.417
H  22.30378  19.08792  28.54548  0.482
H  21.20286  19.72304  26.47946  0.418
C  22.22272  20.53234  16.36987  -0.463
C  23.47722  20.07106  16.55921  0.918
C  24.13614  19.50370  15.50387  -0.430
C  23.44158  19.29394  14.29758  -0.796
C  22.13699  19.64298  14.12672  -0.500
C  21.54422  20.30611  15.18610  -1.332
N  24.19364  18.84777  13.16241  1.204
O  23.63196  19.02378  12.08232  -0.648
O  25.30424  18.30351  13.32868  -0.662
H  21.64108  20.83003  17.23159  0.668
H  23.85389  19.91459  17.54053  -0.348
H  25.12648  19.10805  15.66300  0.512
H  21.57685  19.36289  13.27405  0.749
H  20.51891  20.54964  15.09288  1.072
C  19.50690  13.27048  18.28612  -0.352
O  19.07035  12.24218  17.70075  -0.928
N  20.71901  13.35169  18.97322  1.550
C  21.64978  12.28625  19.03149  -1.503
C  21.01188  14.53764  19.80644  0.884
H  18.99538  14.22632  18.24338  0.769
H  21.64048  11.76152  18.06605  0.250
H  21.32941  11.46751  19.69608  0.144
H  22.62562  12.62556  19.24590  0.522
H  20.97214  14.15591  20.86699  -0.559
H  21.97726  15.04074  19.54536  0.495
H  20.16986  15.28660  19.74073  -1.412
C  16.21921  17.19897  14.29723  -0.141
O  15.63748  16.34606  13.60308  -0.698
N  17.51061  17.58094  14.27189  0.328
C  17.98412  18.59820  15.18200  0.737
C  18.45025  17.11610  13.30745  -0.924
H  15.73911  17.68307  15.13810  0.632
H  18.97137  18.24857  15.57158  -0.417
H  17.28617  18.59417  16.00853  -0.658
H  17.98926  19.58196  14.73600  0.284
H  17.95256  16.36348  12.74366  0.416
H  18.81666  17.94993  12.68976  0.202
H  19.32499  16.62134  13.79394  0.186
C  15.50134  10.99774  16.14617  0.568
O  15.09205  11.70641  15.22333  -0.715
N  15.47722  9.64831  16.16349  0.099
C  16.31916  8.76769  17.04703  -0.753
C  15.02350  8.95925  14.87563  -1.025
H  15.91985  11.38828  17.10349  0.011
H  16.00349  8.64301  18.07489  0.293
H  17.35238  9.16748  17.01637  0.225
H  16.31978  7.73970  16.57279  0.343
H  14.36497  8.09174  15.03048  0.343
H  14.52849  9.73926  14.35063  0.359
H  15.83146  8.63015  14.21698  0.338
C  16.23847  19.86629  24.60983  -0.037
O  17.13023  19.05697  24.31971  -0.523
N  15.03747  19.42991  24.95253  0.266
C  13.98107  20.30907  25.44324  -0.873
C  14.70435  17.99189  24.91715  -0.822
H  16.35095  20.93986  24.69764  0.377
H  13.01778  20.01551  24.90362  0.274
H  14.15051  21.37341  25.21477  0.276
H  13.77470  20.28544  26.50788  0.352
H  13.66336  17.98463  24.65840  0.403
H  15.35012  17.43818  24.22459  -0.018
H  14.79596  17.47297  25.85944  0.369

Properties
Electronic energy = -218558.8711 eV
HOMO-LUMO gap = 0.2984 Ha

---

ORCA calculation (wB97M-V/def2-TZVPD) on a structure of composition C37H28Cl3F3N3O5OsPS2 at a distorted geometry.

Last column: Mulliken charge in e.
Cartesian coordinates (Å):
Os  0.55107  -0.16481  0.70371  1.855
Cl  -1.81690  2.11551  1.94882  -0.009
C  -2.05587  3.35176  0.78079  1.314
C  -2.17280  4.65536  1.23893  -0.878
C  -2.44173  5.68262  0.35074  -0.605
C  -2.62195  5.39569  -0.99250  -0.940
C  -2.49897  4.08959  -1.44039  -0.823
C  -2.18000  3.04113  -0.57336  -0.073
P  -1.99100  1.32021  -1.19385  1.038
C  -3.20795  0.33455  -0.34338  0.327
C  -4.31750  0.93341  0.25186  -0.639
C  -5.27191  0.13837  0.86225  -0.838
C  -5.11636  -1.24317  0.88169  -0.617
C  -4.01869  -1.83442  0.27607  -0.771
C  -3.06546  -1.04659  -0.35150  -0.327
C  -2.51716  1.45285  -2.92368  0.258
C  -3.59028  0.69179  -3.37518  -0.767
C  -3.95275  0.72354  -4.71468  -0.807
C  -3.25133  1.51662  -5.60808  -0.743
C  -2.18897  2.29306  -5.16208  -0.900
C  -1.82472  2.26431  -3.82751  -0.299
H  -2.06092  4.84621  2.29750  0.513
H  -2.52905  6.69857  0.71291  0.399
H  -2.86593  6.18029  -1.69608  0.435
H  -2.67116  3.88925  -2.48607  0.581
H  -4.42399  2.01121  0.25360  0.470
H  -6.12982  0.59615  1.33674  0.445
H  -5.85538  -1.85845  1.37850  0.413
H  -3.88554  -2.90773  0.30078  0.447
H  -2.21043  -1.50112  -0.83190  0.824
H  -4.13782  0.06088  -2.68695  0.414
H  -4.78507  0.12281  -5.05710  0.439
H  -3.53391  1.53664  -6.65274  0.413
H  -1.64200  2.91973  -5.85429  0.446
H  -0.99957  2.87883  -3.48984  0.608
N  5.40340  -2.68875  -2.19990  -0.553
C  4.32620  -2.04682  -1.64696  0.797
C  4.48692  -1.01814  -0.71299  -1.217
C  3.37901  -0.42629  -0.15543  -0.657
N  2.12244  -0.77132  -0.48235  1.210
C  1.96324  -1.71388  -1.42725  -0.376
C  3.01973  -2.36540  -2.01956  -1.381
H  6.27995  -2.62428  -1.71091  0.218
H  5.23304  -3.58488  -2.62557  0.224
H  5.47379  -0.70968  -0.39304  0.367
H  3.47666  0.32448  0.61776  0.493
H  0.94521  -1.97806  -1.65966  0.772
H  2.82262  -3.14160  -2.74761  0.368
Cl  1.40353  2.42035  0.07095  -0.115
C  1.42645  1.95231  -1.60486  1.295
C  2.43508  2.39235  -2.43674  -0.389
C  2.51327  1.87229  -3.72106  -0.945
C  1.61473  0.90199  -4.13255  -0.850
C  0.60945  0.47654  -3.27696  1.403
Cl  -0.45808  -0.77851  -3.81373  -0.134
C  0.45277  1.02629  -2.00015  -2.280
N  -0.53443  0.62009  -1.07896  0.960
H  3.16156  3.10639  -2.07362  0.484
H  3.29654  2.20095  -4.39028  0.414
H  1.68772  0.45660  -5.11507  0.536
F  1.22011  2.33695  3.87853  -0.214
C  1.12339  1.23353  4.62612  0.509
F  2.24550  1.10740  5.32587  -0.224
F  0.10892  1.38989  5.46960  -0.218
S  0.84826  -0.24439  3.55775  0.987
O  1.86049  -0.05901  2.48146  -0.832
O  1.07560  -1.36631  4.40650  -0.563
O  -0.48812  -0.04185  3.00110  -0.788
O  5.41205  -6.06863  1.67402  -0.491
C  4.49301  -6.11930  0.67587  0.612
O  4.66013  -6.87774  -0.24091  -0.589
C  3.33373  -5.19741  0.79588  1.076
C  2.15446  -5.51641  0.12260  -0.891
C  1.07321  -4.66168  0.15767  -0.570
C  1.13650  -3.44094  0.84744  0.753
S  -0.23222  -2.34690  0.73277  -0.506
C  2.30917  -3.13947  1.54432  -0.773
C  3.38804  -4.00567  1.51498  -1.303
H  5.07362  -5.52793  2.40253  0.346
H  2.11268  -6.43936  -0.44155  0.430
H  0.16816  -4.90461  -0.38618  0.467
H  2.37943  -2.21971  2.11094  0.261
H  4.29421  -3.70963  2.03474  0.275

Properties
Electronic energy = -132679.4950 eV
HOMO-LUMO gap = 0.2306 Ha
ΔE to the lowest compared entry with this formula, charge and spin = 99.4 kJ/mol

---

How do the records compare in LUMO level? In the order shown, they have 1.0; -0.9; 0.0 eV.